(1)
Entry from the OMol25 dataset: a 2-piece molecular cluster, C19H34N2P overall in a non-equilibrium geometry (wB97M-V/def2-TZVPD).

Atoms and positions in Å:
P -0.721834 1.883835 -0.085029
N -2.021826 1.240415 -0.957401
N 0.417620 1.476885 -1.278927
C 2.113402 -3.142244 0.796537
C -0.675362 -1.344971 2.735271
C 3.499865 -3.282122 0.819476
C -0.777806 -2.934167 0.710946
C -0.001843 -1.888927 1.486028
C 3.663670 -1.532274 2.468209
C 2.102693 2.943449 -0.273448
C 2.457726 0.475831 -0.387197
C -3.513512 -0.116872 0.423562
C 1.867202 1.673096 -1.102815
C 1.466173 -2.193578 1.611231
C 2.458964 1.829869 -2.479042
C -0.163635 0.926537 -2.461473
C 2.263677 -1.397162 2.465497
C -3.633416 2.378924 0.493315
C -1.663499 0.765800 -2.253226
C -3.375243 1.152237 -0.395510
C 4.281963 -2.463518 1.632233
C -4.322450 1.150217 -1.565447
H 2.208379 -0.460719 -0.908260
H -5.329714 1.197079 -1.169712
H 3.182031 3.120596 -0.239531
H -1.753887 -1.386060 2.609973
H -1.841026 -2.714545 0.710117
H -4.175729 2.018356 -2.219167
H -3.499333 3.301987 -0.078773
H -0.405928 -2.997563 -0.311374
H 4.249612 -0.891834 3.131736
H 1.734014 2.859924 0.752537
H -4.675993 2.331403 0.818443
H -0.645029 -3.918270 1.147512
H -0.071392 -1.055109 0.819148
H 1.630983 3.807285 -0.753096
H 1.785417 -0.753034 3.189887
H -0.336803 -0.320348 2.898592
H -2.996353 2.411741 1.380126
H 2.123193 0.397092 0.654211
H -1.960757 -0.272386 -2.359369
H -4.242789 0.230667 -2.153885
H 3.978597 -4.041791 0.167809
H -2.943126 -0.083990 1.362558
H 0.298379 -0.026185 -2.689721
H 0.023561 1.616880 -3.278969
H -0.401527 -1.921604 3.610425
H -2.204764 1.367885 -2.976406
H 3.551569 0.570679 -0.374350
H 2.413843 0.897357 -3.053472
H 1.975202 2.633466 -3.049412
H 5.369878 -2.538220 1.614223
H 1.514202 -3.835146 0.193150
H -4.575136 -0.237874 0.678796
H -3.208849 -0.998157 -0.164757
H 3.506746 2.089170 -2.361786

Force components x, y, z for each atom (eV/Å):
P 0.0266 -1.7005 -2.9102
N 2.8212 1.7071 2.7373
N -2.2350 1.2428 3.3086
C -0.3672 -0.0553 0.3550
C 0.3093 -0.4006 0.1645
C 0.2503 -0.2881 -0.3885
C 0.0750 -0.6149 0.3640
C -0.2518 -0.0494 -0.4111
C -0.6186 0.0830 0.0061
C 0.1416 0.0203 -0.3537
C 0.3427 -0.4652 -0.0074
C -0.3535 -0.5585 0.0281
C -0.0521 0.4038 0.2934
C 1.0139 0.3513 0.1923
C 0.4173 0.1424 -0.5322
C -0.0470 -0.2966 -0.8383
C 0.4641 -1.0853 -0.3390
C -0.2520 -0.0769 -0.3256
C -0.2518 -0.4119 -0.9535
C 0.0690 0.4641 0.2341
C -0.0341 0.2287 -0.0045
C -0.6015 0.0007 -0.3278
H 0.0834 0.1883 0.1849
H -0.2751 -0.0024 -0.0701
H -0.1862 0.0388 0.1575
H -0.0686 0.1610 0.1405
H -0.1112 0.0659 -0.1053
H -0.0481 -0.1606 0.1495
H -0.0157 -0.0645 0.0663
H -0.1669 0.0372 -0.0798
H -0.0987 -0.2914 -0.2073
H 0.0627 -0.0707 -0.0461
H 0.1657 0.0907 0.1245
H -0.1111 -0.2981 0.1144
H 0.3112 1.0337 -0.7924
H 0.0661 -0.0551 0.0617
H 0.0743 0.2459 -0.1092
H -0.2645 0.0324 0.1620
H -0.0396 -0.0824 -0.0112
H -0.0340 0.0691 -0.2812
H -0.1153 -0.2057 -0.1259
H -0.0232 0.1684 0.0402
H -0.3599 0.5895 0.5620
H -0.0511 0.0689 -0.3564
H 0.1441 -0.2225 -0.1609
H 0.0421 -0.1386 -0.2617
H -0.0889 -0.1456 0.2915
H -0.0602 -0.1909 -0.3205
H -0.2231 -0.0913 0.0232
H 0.0015 0.2055 0.0770
H 0.1413 -0.1546 0.1327
H -0.3135 -0.0700 0.0431
H 0.3646 0.4154 0.1428
H 0.2632 -0.0900 0.0250
H -0.0779 0.2634 0.2488
H 0.1461 0.0193 -0.1114

Calculated values
LUMO energy ... -4.52 eV
HOMO energy ... -11.35 eV
Frontier orbital gap ... 0.251 Eh
Net charge ... +1

(2)
Entry from the OMol25 dataset: an isolated ion of composition C6H9N2O4S2 and charge -1 in a non-equilibrium geometry (wB97M-V/def2-TZVPD).

Atoms and positions in Å:
S -0.841132 1.759041 1.123346
S -3.445671 -1.016319 0.183085
O -3.905130 0.393984 0.093797
O -0.278880 3.137025 0.946114
O -3.568685 -1.805764 -1.044645
O -2.395297 1.917822 1.426355
N 2.653362 -1.272267 -0.224363
N -0.583327 2.416337 -1.478942
C -0.896394 -1.331493 1.170263
C -0.832694 1.267041 -0.639172
C 1.255848 -1.305346 -0.068546
C -1.610630 -0.842260 0.147695
C 0.546421 -1.279995 1.055125
C -1.171250 -0.019195 -0.923500
H 1.105642 -1.222549 2.003389
H 0.742119 -1.539485 -1.023963
H -1.260953 -0.417100 -1.978485
H 3.190064 -1.744033 0.454681
H -1.246510 -1.775636 2.038303
H -3.027817 1.262176 1.057441
H 2.860541 -1.619801 -1.124205
H -0.222203 2.425899 -2.399792
H -0.172497 2.937320 -0.817689

Force components x, y, z for each atom (eV/Å):
S 0.6777 0.9042 -0.6734
S 0.6782 -1.4940 1.8522
O -0.3933 1.0202 -0.3825
O -0.2992 -0.4787 0.9659
O -0.6291 -0.3674 -1.4779
O 0.9306 1.3536 0.9626
N -0.9537 0.8702 -0.1987
N -2.6581 -4.0359 0.0665
C 1.1256 0.9186 -2.9009
C -1.0130 -0.8856 -2.3131
C -0.4036 -1.2214 -0.6985
C -1.4379 -0.7265 2.0532
C 1.5247 -0.0316 1.2510
C 0.8414 1.8616 -2.0164
H -0.1079 0.0941 -0.3201
H 0.2739 0.6132 0.6953
H 0.0888 0.6862 1.2242
H 0.4719 -0.4154 0.9838
H -1.2877 -0.7386 1.3516
H -0.6760 -0.8008 -1.1446
H 0.6012 -0.2971 -0.8695
H 0.4236 -0.7205 -0.5124
H 2.2221 3.8917 2.1016

Calculated values
LUMO energy ... 3.19 eV
HOMO energy ... -3.76 eV
Frontier orbital gap ... 0.255 Eh
Net charge ... -1

(3)
Entry from the OMol25 dataset: C4H2 in the gas phase (wB97M-V/def2-TZVPD).

Atoms and positions in Å:
C 0.008071 -0.101967 -0.291062
C 1.920704 0.851483 -1.687890
C -0.773535 -0.325583 0.721843
C 0.916079 0.279317 -1.132966
H -1.674724 -0.921011 0.807397
H -0.396596 0.217761 1.582678

Force components x, y, z for each atom (eV/Å):
C 0.0721 0.1422 0.2000
C -0.5641 -0.3796 0.1868
C 0.2308 0.1144 -0.1919
C 0.2711 0.1437 -0.2464
H 0.2294 0.0575 -0.2616
H -0.2394 -0.0783 0.3131

Calculated values
LUMO energy ... -1.48 eV
HOMO energy ... -9.67 eV
Frontier orbital gap ... 0.301 Eh

(4)
Entry from the OMol25 dataset: C14H13Cl2EuI2N3O3 as an isolated structure in a non-equilibrium geometry (wB97M-V/def2-TZVPD).

Atoms and positions in Å:
Eu -2.854888 -12.409432 -4.744571
I -7.615875 -17.347081 -2.301753
I -5.379354 -13.291747 0.369172
Cl -0.896916 -9.681060 -0.638020
Cl -1.395243 -9.975354 -3.507927
O -5.058534 -13.049290 -4.051183
O -0.686617 -13.803162 -5.772124
O -2.851099 -13.578453 -1.307110
N -1.008580 -13.870516 -4.379602
N -3.540241 -14.557571 -3.246666
N -4.010244 -14.579811 -5.495915
C -4.731406 -14.352139 -4.280144
C -2.863756 -16.920332 -2.826016
C -5.794361 -15.492579 -4.099190
C -1.335709 -15.217150 -4.033935
C -3.775499 -14.015104 -1.976437
C -4.235365 -15.442696 -6.419557
C -5.287973 -16.474131 -6.339436
C -2.032296 -10.228141 -1.815614
C -0.408336 -16.260996 -4.497406
C -5.177979 -14.069866 -1.444891
C -5.939596 -16.478426 -5.169576
C -2.498058 -15.505158 -3.333071
C -6.415962 -15.569120 -2.908530
C -6.295035 -14.630847 -1.855907
H -2.189465 -11.333332 -1.722840
H -5.516495 -17.217504 -7.108008
H -3.822748 -17.194131 -3.306415
H 0.304366 -13.660997 -5.749524
H -1.981732 -17.632809 -3.126722
H -0.248457 -16.327180 -5.563676
H -2.896010 -9.552432 -1.695301
H -0.836430 -17.166597 -4.037242
H -7.257920 -14.438715 -1.328909
H -2.873913 -16.826307 -1.718408
H -6.683623 -17.347393 -5.180149
H -3.630665 -15.458593 -7.297008
H 0.499684 -16.122133 -3.925661

Force components x, y, z for each atom (eV/Å):
Eu 0.4664 -0.1180 -0.0540
I 0.7201 1.2919 -0.5011
I 0.0836 1.5320 2.3781
Cl 0.6723 0.0387 0.4782
Cl -0.1736 0.0571 0.2489
O -0.1870 -1.4616 -1.3376
O 2.2533 0.3208 -0.8365
O -0.5675 -0.0896 -0.1138
N -1.5962 -1.1029 2.0279
N -0.6761 0.7425 0.7871
N 0.6288 0.5658 -2.4864
C -0.2130 -0.4317 1.5606
C 2.0557 0.5862 -0.3978
C 0.0888 -0.1220 0.4997
C -1.7166 1.9297 -0.4142
C 0.0911 -0.6315 -0.6581
C -0.9403 -0.1261 1.0925
C 0.6901 0.9686 0.9483
C -0.5139 -0.3831 -0.3883
C -0.2828 -1.1849 1.7818
C 1.0161 0.3998 -0.1634
C -1.7009 -1.9520 -0.7748
C 1.7260 -1.2683 -1.5992
C -0.3946 -1.5312 -1.5662
C -1.8018 -0.4467 0.1267
H -0.1630 1.1103 0.1514
H 0.3907 0.4772 0.1957
H 0.4736 -0.3041 0.6550
H -1.6747 -0.1242 -0.4069
H -2.3452 0.9933 0.9140
H -0.0290 0.0490 -0.1154
H 0.1521 -0.9061 -0.3619
H 0.7564 -0.0522 -1.2044
H 1.0560 -0.2683 -0.1158
H -0.5036 -0.6571 -0.5496
H 0.6995 1.6080 1.0611
H 0.7071 0.3764 -0.5102
H 0.7521 0.1147 -0.3515

Calculated values
LUMO energy (alpha / beta) ... -1.06 / -1.06 eV
2S+1 ... 8
HOMO energy (alpha / beta) ... -6.76 / -6.85 eV
Frontier orbital gap (alpha / beta) ... 0.209 / 0.213 Eh
⟨S²⟩ ... 15.7605

(5)
Entry from the OMol25 dataset: an isolated ion of composition C4H9N2 and charge +1 in a non-equilibrium geometry (wB97M-V/def2-TZVPD).

Atoms and positions in Å:
N 2.504806 -0.715169 -0.083641
N -0.640795 -0.623835 0.325509
C -0.490171 1.716530 0.156801
C -2.038517 -0.725930 -0.187348
C 1.601834 0.343136 -0.023501
C 0.110214 0.503473 0.131666
H 2.126294 -1.688508 -0.077371
H -2.696498 -0.998544 0.698588
H 3.436691 -0.545729 -0.248591
H -0.150744 -1.599585 0.382299
H -0.071224 2.686291 0.169233
H -2.247462 0.268634 -0.602353
H -1.504263 1.530262 0.250573
H -2.084321 -1.448534 -0.930360
H 2.144149 1.297515 0.038501

Force components x, y, z for each atom (eV/Å):
N -7.4603 1.2151 0.5451
N 0.6715 -3.6558 -0.4123
C 1.8527 -1.1588 -0.0576
C 0.4920 1.3989 2.8582
C 2.0799 -0.5668 0.6309
C 2.3230 -1.4510 0.0670
H 0.8348 1.1530 -0.1244
H 0.4835 0.5513 -1.3680
H 2.4753 0.4606 -0.3021
H -1.1609 2.8619 -0.2255
H 0.5050 0.6096 -0.3064
H -0.6423 -0.7494 0.0152
H -1.8947 0.9624 0.4142
H -0.2478 -1.3311 -1.3748
H -0.3116 -0.3000 -0.3596

Calculated values
LUMO energy (alpha / beta) ... -5.82 / -5.82 eV
HOMO energy (alpha / beta) ... -12.91 / -12.91 eV
Frontier orbital gap (alpha / beta) ... 0.261 / 0.261 Eh
SMILES ... C=C(C=[NH2+])NC
Net charge ... +1

ΔE to the lowest compared entry with this formula, charge and spin
In order: 0.000, 0.113, 2.006, 2.870, 2.970
Unit: eV